No. 1
This record from the OMol25 dataset describes a 2-piece molecular cluster, C2H4ClNO2 overall at a distorted geometry. The level of theory is ωB97M-V with the def2-TZVPD basis set.

Geometry as XYZ:
```
10
Properties=species:S:1:pos:R:3:forces:R:3:mulliken_charge:R:1
C -0.8598 0.1828 0.7318 -1.70 2.18 0.60 -1.029
C -0.3125 0.4856 -0.6268 2.07 -3.09 0.37 0.185
N 1.2844 -0.7513 -0.3939 -0.95 2.68 0.59 0.595
O 1.0761 -1.8054 -0.9042 0.16 -0.82 -0.29 -0.486
O 2.2231 -0.4098 0.3049 -0.92 -0.35 -0.82 -0.477
Cl 0.2382 2.0448 -1.0488 -0.31 -0.30 0.24 -0.096
H -1.9385 0.5747 0.9070 1.70 -0.50 -0.53 0.278
H -0.2249 0.6983 1.4410 0.04 0.24 0.33 0.337
H -0.8444 -0.8460 1.0237 -0.02 -0.76 -0.45 0.362
H -0.6417 -0.1737 -1.4346 -0.08 0.72 -0.06 0.330
```
Positions in Å, forces in eV/Å.

LUMO (spin up / spin down): -0.06 / -0.06 eV
ΔE to the lowest compared entry with this formula, charge and spin: 3.982 eV

No. 2
This record from the OMol25 dataset describes a 2-piece molecular cluster, C5H15NO2 overall at a distorted geometry. The level of theory is ωB97M-V with the def2-TZVPD basis set.

Geometry as XYZ:
```
23
Properties=species:S:1:pos:R:3:forces:R:3:mulliken_charge:R:1
C -0.1477 -1.9223 0.1172 -1.19 0.49 1.47 -0.610
N -0.2287 -0.4514 0.3571 1.30 -1.92 0.70 -0.250
C 1.1180 0.1346 0.1519 -1.55 1.04 -1.67 -0.560
C 1.0231 1.5085 -0.6092 -0.92 0.91 -0.87 -0.581
C -0.3714 2.2433 -0.5404 0.21 -0.87 2.78 -0.736
O -1.3157 1.8362 -1.5227 0.92 -0.29 -0.37 -0.494
C -0.0297 -2.1903 -1.3555 -1.14 -1.95 -0.13 -0.952
H -1.0689 -2.4077 0.5885 1.01 0.56 -0.91 0.324
H 0.6850 -2.3347 0.7084 -0.10 0.30 -0.22 0.355
H -1.0231 -0.0094 -0.0770 0.27 -0.05 -0.62 0.322
H 1.8468 -0.4975 -0.3970 -0.67 0.00 0.26 0.290
H 1.4840 0.2706 1.1488 0.68 0.50 0.44 0.343
H 1.1509 1.6358 -1.7177 0.74 -1.39 0.57 0.318
H 1.8308 2.0824 -0.1857 0.05 0.80 0.11 0.372
H -0.7657 1.8331 0.4272 -0.12 1.16 -0.51 0.326
H -0.3159 3.3491 -0.4941 0.22 -0.63 -0.11 0.316
H -0.7802 1.4456 -2.2280 -0.41 0.06 -0.15 0.338
H -0.8904 -1.6612 -1.7791 0.35 -0.21 -0.56 0.239
H -0.1399 -3.2957 -1.5569 -0.02 1.04 0.06 0.351
H 0.9073 -1.9097 -1.8046 0.28 0.47 -0.09 0.296
H -0.9195 -0.1728 2.8311 -0.07 0.24 0.09 0.335
H -1.3411 0.5642 4.1691 0.17 -0.30 -0.51 0.312
O -0.7081 -0.0505 3.7685 0.00 0.05 0.23 -0.655
```
Positions in Å, forces in eV/Å.

SMILES: CCNCCCO.O
LUMO: 0.92 eV
ΔE to the lowest compared entry with this formula, charge and spin: 2.005 eV

No. 3
This record from the OMol25 dataset describes one molecule with the formula C17H22N2O2S at a distorted geometry. The level of theory is ωB97M-V with the def2-TZVPD basis set.

Geometry as XYZ:
```
44
Properties=species:S:1:pos:R:3:forces:R:3:mulliken_charge:R:1
C 0.0112 0.7141 3.3537 0.75 0.02 -0.49 -1.831
C 0.5151 -0.3106 2.2785 -0.39 -0.61 0.10 2.142
C 1.9030 -0.8981 2.7329 -0.36 0.81 -0.29 -1.456
C -0.5167 -1.3688 1.9500 0.68 0.22 0.20 -0.020
C -0.0826 -2.4684 1.1976 -1.10 -0.02 -0.10 -0.417
C -1.0382 -3.3293 0.6679 0.35 0.25 0.31 -0.765
C -2.3905 -3.1168 0.9340 -0.43 -0.65 -0.07 -0.561
C -2.8005 -2.0652 1.7410 0.15 0.35 0.48 -0.715
C -1.8566 -1.1709 2.2647 -0.13 -0.90 -0.59 -0.395
H -0.6451 1.4421 2.8746 -0.06 -0.17 0.38 0.379
H -0.4901 0.2337 4.2043 0.23 -0.08 -0.35 0.447
H 0.8806 1.2758 3.7498 -0.40 -0.26 -0.19 0.399
H 2.3650 -1.5079 1.9579 -0.04 0.06 0.18 0.327
H 2.5579 -0.0234 2.8916 -0.04 -0.45 0.00 0.461
H 1.8633 -1.4645 3.6767 -0.39 0.25 -0.35 0.355
H 0.9689 -2.6478 1.0088 -0.11 0.12 -0.03 0.317
H -0.6813 -4.1630 0.0762 -0.30 -0.10 -0.03 0.410
H -3.1266 -3.8463 0.5704 0.30 0.45 0.06 0.370
H -3.8425 -1.9184 2.0316 0.21 -0.23 -0.31 0.391
H -2.1721 -0.3690 2.9193 0.04 0.02 -0.20 0.422
C 2.5208 0.1402 -3.6785 0.87 -0.07 -0.71 -1.010
C 1.7790 -0.7436 -2.7291 -0.66 0.27 0.65 -1.084
N 1.0466 0.0043 -1.6402 -0.57 0.10 -0.36 0.050
C 1.5263 -0.0532 -0.3276 2.46 -1.81 1.08 0.115
O 2.6442 -0.5708 -0.1690 -1.83 0.87 -0.13 -0.666
C 0.7582 0.5045 0.8975 0.13 0.98 -1.65 0.584
C -0.3027 1.4706 0.2948 -0.96 1.16 2.53 0.344
O -0.8216 2.3211 1.0265 0.60 -0.97 -1.01 -0.701
N -0.6860 1.4625 -1.0361 -0.21 -0.33 -1.13 -0.042
C -1.8468 2.3353 -1.4850 0.70 -0.93 0.39 -1.071
C -1.4376 3.5054 -2.3128 -0.44 1.10 -0.32 -1.006
C -0.0970 0.6926 -2.0499 0.40 0.37 0.55 0.363
S -0.6209 0.7268 -3.6470 0.03 -0.47 1.24 -0.234
H 3.0747 -0.5510 -4.3516 -0.30 0.54 0.20 0.337
H 1.8388 0.7482 -4.2767 0.37 0.00 0.13 0.351
H 3.2738 0.7527 -3.1716 -0.19 0.00 -0.05 0.286
H 0.9456 -1.1993 -3.2550 0.28 -0.55 -0.13 0.513
H 2.4883 -1.4582 -2.3183 -0.52 0.00 0.46 0.448
H 1.4635 1.1194 1.4312 0.64 1.15 -0.81 0.231
H -2.3945 1.6364 -2.1066 -0.59 0.15 0.13 0.506
H -2.4107 2.7026 -0.6329 0.18 -0.58 0.22 0.441
H -2.3728 4.0851 -2.4758 0.58 -0.21 -0.11 0.337
H -0.7493 4.1730 -1.7858 0.02 -0.16 -0.09 0.287
H -1.0421 3.1980 -3.2820 0.03 0.28 0.24 0.358
```
Positions in Å, forces in eV/Å.

SMILES: CCN1C(=O)C(C(C)(C)c2ccccc2)C(=O)N(CC)C1=S
LUMO: -0.41 eV
ΔE to the lowest compared entry with this formula, charge and spin: 2.421 eV

No. 4
This record from the OMol25 dataset describes C15H12AsF30NaO3 as an isolated structure at a distorted geometry. The level of theory is ωB97M-V with the def2-TZVPD basis set.

Geometry as XYZ:
```
62
Properties=species:S:1:pos:R:3:forces:R:3:mulliken_charge:R:1
Na -0.4984 -0.8745 -0.5133 0.12 -0.52 0.17 0.744
As -0.9255 -4.0849 0.7715 -0.84 -2.79 -0.19 2.067
F -0.0883 -2.6288 1.2921 0.06 -0.07 0.14 -0.509
F 0.1323 -5.1799 1.6927 -0.89 1.28 -0.68 -0.507
F -1.8244 -5.4936 0.0608 1.11 1.95 0.77 -0.516
F -1.9451 -2.9322 -0.1681 0.71 -0.56 0.23 -0.535
F 0.2827 -4.2059 -0.5729 -1.11 0.50 0.79 -0.502
F -2.0787 -4.0491 2.1362 1.28 0.35 -1.45 -0.497
C 1.5461 -2.1817 -3.1580 0.58 0.01 1.03 -1.393
C 0.5250 -1.3147 -3.9948 2.16 -2.18 0.29 0.983
C 0.5725 -1.8107 -5.4580 -0.60 1.06 -1.33 0.037
F 1.8199 -1.6739 -5.9488 1.03 -0.01 0.45 -0.255
F 0.2147 -3.0741 -5.6012 -0.25 -1.35 0.61 -0.254
F -0.6764 -1.5175 -3.4283 -0.69 0.51 -0.07 -0.292
F 0.8043 -0.0050 -4.0535 -0.03 0.39 0.46 -0.296
O 1.7561 -1.6519 -1.7880 1.03 -0.34 0.01 -0.115
C 3.1184 -1.8174 -1.2437 -3.03 0.24 -1.23 0.748
C 3.4745 -3.3067 -1.0508 -0.98 -0.98 1.24 0.344
F 3.5000 -4.0152 -2.1904 -0.15 0.39 -0.77 -0.235
F 4.6464 -3.4447 -0.4678 2.43 0.64 0.30 -0.276
F 3.9022 -1.1815 -2.1329 0.52 -0.14 1.16 -0.261
F 3.0737 -1.2357 -0.0081 0.38 -0.29 -1.67 -0.227
H 2.5129 -2.3849 -3.6187 -0.09 0.92 -0.41 0.727
H 1.1793 -3.2021 -3.0469 -0.79 0.19 -0.01 0.416
H -0.0145 -1.2471 -6.1832 -0.65 0.51 0.63 0.333
H 2.8498 -3.8275 -0.3251 -1.26 0.53 -0.45 0.196
C -2.3902 1.6635 -1.9046 -0.05 0.52 -0.02 -1.176
C -3.2080 0.9901 -0.7655 2.29 1.17 -0.65 1.042
C -4.6852 1.2507 -0.8681 -1.46 -3.35 0.77 -0.017
F -5.0347 2.4602 -0.6478 0.04 3.70 0.79 -0.250
F -5.1073 0.9351 -2.0796 -0.01 -0.48 -2.74 -0.273
F -2.9072 -0.3154 -0.7766 -0.39 -1.11 -0.08 -0.254
F -2.7587 1.4485 0.4244 -0.07 0.26 0.41 -0.299
O -0.9743 1.3283 -1.8930 -0.62 0.52 0.77 -0.239
C -0.0388 2.3323 -1.4944 -1.52 -2.04 -0.41 0.579
C 0.4435 3.0602 -2.7489 0.95 0.17 -2.01 0.437
F -0.5231 3.5998 -3.5130 -1.64 -0.37 0.24 -0.279
F 1.2316 4.0687 -2.4867 1.45 2.12 1.93 -0.274
F -0.5475 3.0802 -0.5175 0.24 0.45 -0.42 -0.248
F 0.9647 1.6036 -0.9910 0.37 0.36 -0.19 -0.242
H -2.5415 2.7362 -1.7844 0.13 0.04 -0.12 0.492
H -2.7781 1.3679 -2.8794 0.02 -0.12 0.16 0.556
H -5.3278 0.6104 -0.2638 0.75 -0.35 1.00 0.348
H 1.0794 2.5180 -3.4488 -0.55 -1.58 0.46 0.115
C 0.0718 2.8522 4.8490 0.78 0.37 0.00 -0.947
C -1.0674 2.1763 5.6582 3.36 -0.26 0.59 1.030
C -0.5832 0.8932 6.4014 0.86 -2.58 -1.64 0.205
F 0.6046 0.9906 7.0691 -0.60 1.42 1.09 -0.264
F -1.5208 0.2326 7.1446 0.33 1.34 0.05 -0.268
F -1.5944 3.0379 6.4939 -0.49 1.46 1.44 -0.321
F -1.9699 1.8986 4.7710 -2.14 -1.45 -1.54 -0.241
O 0.7214 1.8647 4.0169 0.14 -0.09 -0.82 -0.360
C 1.4812 2.3820 2.9596 -1.36 -0.47 1.65 0.664
C 1.8666 1.2100 2.0065 -0.37 -1.08 1.04 0.384
F 0.7014 0.6095 1.5671 0.32 0.58 -0.08 -0.169
F 2.6124 1.5538 0.9604 -0.08 0.68 -0.05 -0.278
F 0.7379 3.3098 2.3415 0.42 0.33 -0.76 -0.268
F 2.5657 2.9805 3.4969 0.22 0.01 -0.74 -0.307
H 0.8408 3.3747 5.4180 -0.15 -0.35 0.59 0.391
H -0.3928 3.6347 4.2491 -0.31 -0.25 -0.11 0.403
H -0.2305 0.1643 5.6718 -0.95 0.11 -0.84 0.149
H 2.3987 0.4381 2.5627 0.05 0.12 0.22 0.256
```
Positions in Å, forces in eV/Å.

LUMO: -0.08 eV
ΔE to the lowest compared entry with this formula, charge and spin: 0.716 eV

No. 5
This record from the OMol25 dataset describes a 9-piece molecular cluster, C52H56NO3 overall at a distorted geometry. The level of theory is ωB97M-V with the def2-TZVPD basis set.

Geometry as XYZ:
```
112
Properties=species:S:1:pos:R:3:forces:R:3:mulliken_charge:R:1
C 0.0451 -2.3518 -1.6913 -0.74 0.48 -0.67 -0.378
C -0.8184 -3.2266 -2.6884 0.99 -0.16 1.52 -0.457
O -2.1510 -3.2616 -2.1495 0.16 0.29 -1.28 -0.435
C -3.0956 -2.5178 -2.9298 -1.14 1.08 0.42 0.427
N -4.3477 -2.4896 -2.1231 0.46 -1.06 -0.62 -0.576
C -2.6953 -0.9924 -3.1610 0.46 3.47 1.81 0.299
O -2.2033 -0.5806 -4.2451 -0.12 -1.74 -0.28 -0.802
O -2.8851 -0.1415 -2.1964 0.20 -2.75 -1.06 -0.767
H -0.4150 -1.3251 -1.6520 0.51 -0.90 -0.10 -0.038
H -0.0414 -2.7722 -0.6576 0.27 0.19 -0.90 -0.012
H 1.1082 -2.2636 -2.0297 -0.78 -0.17 0.39 0.363
H -0.7872 -2.8540 -3.7403 -0.06 -0.23 0.84 0.332
H -0.4184 -4.2782 -2.5983 -0.44 0.88 -0.51 0.318
H -3.3114 -3.0062 -3.9214 0.42 0.35 0.75 0.280
H -4.0719 -2.8135 -1.1885 -0.23 0.31 -0.40 0.130
H -4.9786 -3.1944 -2.5177 0.24 0.17 0.38 0.262
C -6.6266 -3.9675 0.5381 -0.05 0.04 0.05 -0.204
C -7.6263 -4.7693 1.0758 0.02 0.02 0.01 -0.475
C -8.5922 -4.2143 1.9064 0.00 0.02 -0.01 -0.340
C -8.5639 -2.8546 2.1919 0.03 -0.02 -0.02 -0.328
C -7.5664 -2.0519 1.6513 -0.01 -0.06 0.02 -0.552
C -6.5949 -2.6078 0.8279 0.06 0.01 -0.01 -0.253
H -5.8716 -4.4014 -0.1073 -0.03 0.04 0.02 0.350
H -7.6522 -5.8289 0.8475 0.01 0.04 0.02 0.342
H -9.3680 -4.8414 2.3309 0.02 0.02 -0.02 0.349
H -9.3202 -2.4205 2.8361 0.03 -0.02 -0.02 0.341
H -7.5455 -0.9910 1.8727 0.01 -0.05 -0.02 0.371
H -5.8141 -1.9822 0.4104 -0.06 -0.02 -0.05 0.416
C -0.0699 0.9604 0.3743 -0.25 -0.04 -0.09 -0.612
C -0.0833 0.7563 1.7478 0.10 0.03 0.05 -0.402
C 1.0661 0.9831 2.4967 0.00 0.03 -0.03 0.130
C 2.2267 1.4238 1.8704 -0.04 0.00 0.04 -0.727
C 2.2381 1.6308 0.4958 -0.03 -0.01 0.01 -0.600
C 1.0906 1.3946 -0.2518 0.08 0.02 0.00 -0.616
H -0.9662 0.7793 -0.2126 0.04 -0.03 -0.02 0.558
H -0.9906 0.4180 2.2360 0.04 -0.04 -0.05 0.359
H 1.0570 0.8164 3.5684 0.01 -0.03 -0.04 0.349
H 3.1225 1.6054 2.4541 -0.02 0.00 -0.03 0.514
H 3.1427 1.9755 0.0071 -0.03 0.00 0.03 0.512
H 1.0959 1.5489 -1.3248 -0.02 0.01 0.04 0.524
C 5.3126 -0.1361 0.1971 0.03 -0.02 -0.03 -0.511
C 5.3004 -0.3396 1.5715 0.02 -0.04 0.02 -0.562
C 6.4502 -0.1130 2.3188 0.02 0.03 -0.06 -0.328
C 7.6104 0.3269 1.6922 -0.01 -0.09 -0.03 -0.735
C 7.6214 0.5340 0.3175 -0.01 -0.06 0.01 -0.234
C 6.4743 0.2984 -0.4306 0.01 0.01 0.07 -0.490
H 4.4167 -0.3161 -0.3852 0.02 0.01 0.06 0.554
H 4.3936 -0.6759 2.0606 0.02 0.02 -0.06 0.579
H 6.4421 -0.2783 3.3900 0.00 0.01 -0.04 0.389
H 8.5060 0.5086 2.2757 -0.03 0.00 -0.03 0.379
H 8.5260 0.8787 -0.1711 -0.03 -0.03 0.03 0.569
H 6.4846 0.4546 -1.5030 -0.01 0.00 0.04 0.384
C -0.7320 3.8351 -2.9903 0.04 0.07 0.02 -0.511
C -0.0989 5.0542 -3.2009 0.03 -0.01 -0.06 -0.419
C 0.5202 5.3124 -4.4189 -0.02 -0.04 -0.03 -0.386
C 0.4973 4.3534 -5.4267 -0.03 -0.01 0.08 -0.343
C -0.1395 3.1348 -5.2135 0.09 0.15 0.00 -0.491
C -0.7504 2.8745 -3.9930 -0.12 -0.27 0.02 -0.418
H -1.2134 3.6286 -2.0412 0.01 -0.02 -0.05 0.430
H -0.0866 5.8026 -2.4161 0.01 -0.03 -0.03 0.361
H 1.0203 6.2605 -4.5834 -0.02 -0.03 0.00 0.345
H 0.9762 4.5563 -6.3784 -0.01 0.00 0.03 0.342
H -0.1589 2.3876 -5.9986 -0.03 0.00 0.07 0.421
H -1.2443 1.9209 -3.8239 -0.03 0.00 -0.02 0.663
C -2.4821 0.8716 6.1066 0.03 0.00 0.02 -0.525
C -2.4964 0.6655 7.4809 0.02 -0.01 0.00 -0.373
C -1.3483 0.8922 8.2302 0.01 0.01 -0.03 -0.371
C -0.1878 1.3346 7.6059 -0.04 -0.02 -0.01 -0.500
C -0.1748 1.5441 6.2322 0.00 -0.02 0.03 -0.316
C -1.3202 1.3087 5.4818 -0.02 0.00 -0.01 -0.242
H -3.3766 0.6914 5.5218 0.04 0.01 0.02 0.401
H -3.4034 0.3268 7.9684 0.04 0.00 -0.03 0.366
H -1.3577 0.7250 9.3011 0.00 0.01 -0.04 0.367
H 0.7065 1.5161 8.1909 -0.03 -0.01 -0.03 0.378
H 0.7298 1.8906 5.7455 -0.05 -0.01 0.01 0.444
H -1.3082 1.4667 4.4097 0.01 0.01 0.04 0.381
C 0.4930 -4.1915 2.6195 -0.01 0.02 0.04 -0.526
C 1.3166 -4.0898 3.7345 -0.01 0.02 -0.01 -0.353
C 0.9658 -3.2493 4.7842 -0.02 -0.01 -0.04 -0.541
C -0.2141 -2.5174 4.7228 0.00 0.01 0.02 -0.168
C -1.0391 -2.6224 3.6095 0.04 0.00 0.02 -0.491
C -0.6841 -3.4557 2.5559 -0.02 -0.02 -0.01 -0.366
H 0.7685 -4.8443 1.7993 -0.01 0.04 0.02 0.388
H 2.2338 -4.6659 3.7849 -0.03 0.03 -0.01 0.368
H 1.6116 -3.1648 5.6508 -0.03 -0.01 -0.03 0.393
H -0.4905 -1.8645 5.5436 0.01 0.00 -0.04 0.373
H -1.9602 -2.0524 3.5624 0.04 -0.02 -0.01 0.426
H -1.3252 -3.5325 1.6853 0.03 0.03 0.02 0.498
C -4.2893 -2.4650 -8.8724 0.03 0.00 0.01 -0.304
C -3.4544 -2.3345 -7.7676 -0.20 0.07 -0.09 -0.636
C -3.7974 -1.4732 -6.7306 0.13 -0.14 0.08 -0.098
C -4.9826 -0.7498 -6.7966 -0.06 -0.05 -0.13 -0.521
C -5.8195 -0.8826 -7.8993 0.04 0.00 0.02 -0.353
C -5.4712 -1.7369 -8.9393 -0.01 -0.01 0.00 -0.399
H -4.0186 -3.1346 -9.6818 -0.02 0.02 0.01 0.343
H -2.5334 -2.9046 -7.7146 -0.02 0.04 0.01 0.369
H -3.1417 -1.3647 -5.8678 -0.04 0.12 -0.05 0.534
H -5.2529 -0.0820 -5.9868 0.07 -0.04 0.00 0.428
H -6.7447 -0.3186 -7.9484 0.03 -0.02 -0.01 0.350
H -6.1215 -1.8362 -9.8014 0.02 0.00 0.03 0.336
C 7.9721 4.7924 2.5864 0.05 0.03 -0.06 -0.617
C 8.6197 6.0063 2.3918 0.01 -0.02 0.01 -0.315
C 9.2451 6.2744 1.1803 -0.02 -0.03 -0.01 -0.416
C 9.2145 5.3317 0.1597 0.00 0.00 0.04 -0.410
C 8.5636 4.1193 0.3533 0.03 0.03 0.02 -0.360
C 7.9460 3.8472 1.5676 -0.03 0.06 0.05 0.065
H 7.4870 4.5821 3.5326 0.01 0.01 -0.05 0.359
H 8.6377 6.7443 3.1857 0.00 -0.03 -0.04 0.353
H 9.7558 7.2187 1.0309 -0.03 -0.03 0.00 0.352
H 9.6980 5.5427 -0.7872 -0.02 -0.01 0.04 0.355
H 8.5381 3.3848 -0.4434 -0.02 0.03 0.04 0.315
H 7.4439 2.9005 1.7195 -0.01 0.07 -0.03 0.319
```
Positions in Å, forces in eV/Å.

LUMO: 2.09 eV
Net charge: -1

Result set for molar mass: 109.51 121.18 318.44 908.11 743.02 g mol⁻¹, one per record in the order listed.